# 1
# C35H54N9O2Si2TeTi

A structure of composition C35H54N9O2Si2TeTi (wB97M-V/def2-TZVPD, the Open Molecules 2025 dataset).

```
104
C35H54N9O2Si2TeTi wB97M-V/def2-TZVPD
Ti -0.08 0.40 1.17
C 1.71 1.13 3.80
C 0.57 2.15 3.55
N 0.38 2.29 2.11
C 1.46 3.08 1.47
C 1.86 2.46 0.12
N 1.65 1.00 0.09
C 2.85 0.23 0.42
C 3.09 0.32 1.93
N 1.81 0.21 2.65
H 2.65 1.66 3.93
H 1.52 0.58 4.72
H -0.37 1.80 3.98
H 0.83 3.11 4.02
H -0.51 2.76 1.96
H 1.15 4.12 1.31
H 2.32 3.10 2.14
H 1.24 2.91 -0.67
H 2.90 2.71 -0.10
H 1.37 0.79 -0.88
H 2.68 -0.81 0.12
H 3.73 0.60 -0.12
H 3.81 -0.45 2.23
H 3.55 1.29 2.15
H 1.72 -0.75 2.98
N -3.75 -1.12 0.22
C -3.43 -1.19 -1.10
C -2.08 -0.99 -1.19
N -1.57 -0.79 0.06
C -2.60 -0.88 0.91
C -2.35 -0.80 2.30
N -1.13 -0.46 2.75
C -1.18 -0.63 4.11
C -2.43 -1.04 4.49
N -3.16 -1.14 3.34
H -4.69 -1.16 0.59
H -4.16 -1.38 -1.86
H -1.44 -0.99 -2.05
H -0.34 -0.46 4.75
H -2.83 -1.25 5.46
H -4.13 -1.42 3.30
C 3.56 -5.60 3.25
Si 1.93 -4.73 2.80
C 1.14 -3.84 4.30
C 0.67 -5.90 1.99
C 2.34 -3.32 1.55
Te 0.45 -2.40 0.99
C 0.45 -3.34 -0.96
Si 1.70 -2.92 -2.39
C 3.52 -2.96 -1.82
C 1.30 -1.22 -3.16
C 1.34 -4.26 -3.69
H 3.38 -6.37 3.99
H 4.29 -4.91 3.66
H 4.00 -6.08 2.38
H 0.73 -4.56 4.99
H 0.33 -3.18 3.99
H 1.87 -3.25 4.85
H 0.29 -6.62 2.71
H 1.12 -6.47 1.18
H -0.17 -5.35 1.59
H 2.81 -3.72 0.66
H 3.02 -2.60 1.98
H -0.56 -3.20 -1.34
H 0.55 -4.40 -0.74
H 3.76 -2.27 -1.01
H 4.15 -2.69 -2.66
H 3.82 -3.95 -1.51
H 1.20 -0.40 -2.46
H 0.37 -1.27 -3.73
H 2.08 -0.95 -3.86
H 1.53 -5.26 -3.31
H 1.96 -4.12 -4.56
H 0.30 -4.23 -4.02
O -2.39 1.88 1.53
C -2.09 2.10 0.35
N -2.77 2.78 -0.59
C -2.00 2.86 -1.82
C -0.86 1.91 -1.49
O 0.05 1.52 -2.21
N -0.92 1.62 -0.17
C -2.86 2.57 -3.03
C -2.74 1.41 -3.78
C -3.53 1.22 -4.90
C -4.44 2.19 -5.27
C -4.58 3.34 -4.52
C -3.79 3.53 -3.40
C -1.29 4.20 -1.99
C -1.27 5.15 -0.98
C -0.62 6.36 -1.18
C 0.02 6.61 -2.38
C 0.03 5.65 -3.38
C -0.63 4.44 -3.18
H -3.63 3.28 -0.43
H -2.01 0.66 -3.51
H -3.42 0.32 -5.48
H -5.04 2.06 -6.16
H -5.29 4.10 -4.80
H -3.88 4.44 -2.82
H -1.77 4.97 -0.04
H -0.62 7.10 -0.40
H 0.53 7.55 -2.54
H 0.54 5.83 -4.31
H -0.62 3.69 -3.96
```

Values from the calculation:
orbital gap (alpha / beta)	7.8 / 7.7	eV
relative energy (zero: lowest compared OMol25 entry of this formula, charge and spin)	94.7	kJ/mol
total charge	+2
lowest unoccupied orbital energy (alpha / beta)	-0.1956 / -0.2011	hartree
2S+1	2

---

# 2
# C16H33O10Zn

A structure of composition C16H33O10Zn (wB97M-V/def2-TZVPD, the Open Molecules 2025 dataset).

```
60
C16H33O10Zn wB97M-V/def2-TZVPD
Zn -14.24 19.68 -36.55
C -15.19 19.57 -33.25
O -14.77 19.56 -34.55
H -14.60 18.79 -32.78
H -15.00 20.49 -32.70
H -16.23 19.32 -33.05
C -17.57 21.28 -35.39
O -17.63 21.88 -36.67
C -16.45 21.94 -37.36
O -15.41 21.38 -36.98
O -16.71 22.64 -38.48
C -15.67 22.86 -39.46
H -18.45 21.38 -34.76
H -16.88 21.86 -34.76
H -17.24 20.25 -35.44
H -15.85 23.80 -39.97
H -15.68 22.01 -40.15
H -14.68 23.11 -39.06
C -17.07 16.91 -34.84
O -16.99 16.70 -36.25
C -16.57 17.59 -37.16
O -15.99 18.70 -36.92
O -16.94 17.13 -38.24
C -16.55 17.72 -39.48
H -16.08 16.72 -34.42
H -17.72 16.09 -34.51
H -17.55 17.85 -34.56
H -15.48 17.93 -39.43
H -17.21 18.58 -39.60
H -16.76 16.96 -40.22
C -10.52 16.24 -30.80
C -11.41 17.04 -29.89
O -11.29 16.89 -28.63
C -12.61 17.75 -30.53
H -9.60 15.89 -30.32
H -10.27 16.80 -31.70
H -11.12 15.36 -30.98
H -13.37 17.01 -30.78
H -12.23 18.22 -31.43
H -13.00 18.57 -29.92
C -14.93 23.39 -33.32
C -13.45 23.71 -33.10
O -13.06 24.82 -33.34
C -12.68 22.52 -32.58
H -15.43 24.30 -33.66
H -15.39 23.15 -32.37
H -15.10 22.55 -33.99
H -13.21 22.01 -31.78
H -11.72 22.94 -32.28
H -12.41 21.76 -33.31
C -11.88 15.81 -35.95
C -12.21 17.19 -35.55
O -12.89 17.94 -36.22
C -11.88 17.67 -34.10
H -12.00 15.00 -35.22
H -10.88 15.68 -36.37
H -12.48 15.61 -36.84
H -12.65 17.30 -33.42
H -11.99 18.75 -34.01
H -10.84 17.44 -33.85
```

Values from the calculation:
orbital gap (alpha / beta)	5.3 / 7.6	eV
lowest unoccupied orbital energy (alpha / beta)	0.0108 / 0.0063	hartree
2S+1	2

---

# 3
# C3H6NO2

A cluster of 2 separate species, C3H6NO2 in total (wB97M-V/def2-TZVPD, the Open Molecules 2025 dataset).

```
12
C3H6NO2 wB97M-V/def2-TZVPD
C 0.86 -0.04 -0.20
C -0.06 -0.84 -0.32
C 2.49 0.30 -0.40
N -1.98 0.67 0.31
O 1.52 1.06 0.13
O 3.29 -0.24 0.49
H -0.58 -1.83 -0.03
H 2.79 0.43 -1.41
H -2.08 0.12 -0.58
H -1.40 1.50 0.30
H -2.74 0.71 0.99
H 4.18 -0.51 0.14
```

Values from the calculation:
orbital gap (alpha / beta)	7.6 / 7.6	eV
relative energy (zero: lowest compared OMol25 entry of this formula, charge and spin)	514.9	kJ/mol
total charge	+1
lowest unoccupied orbital energy (alpha / beta)	-0.2274 / -0.2274	hartree

---

# 4
# CH2F4Si

The molecule CH2F4Si (wB97M-V/def2-TZVPD, the Open Molecules 2025 dataset).

```
8
CH2F4Si wB97M-V/def2-TZVPD
C 0.54 1.37 -0.31
F -0.38 0.62 0.37
F 3.28 0.40 -1.46
F 2.29 -1.28 0.28
F 3.36 0.63 1.17
Si 2.55 0.21 -0.07
H 0.51 2.40 0.00
H 0.46 1.28 -1.32
```

Values from the calculation:
orbital gap (alpha / beta)	6.6 / 10.3	eV
lowest unoccupied orbital energy (alpha / beta)	0.0412 / -0.1311	hartree
2S+1	3

---

# 5
# C26H37N2Re

A structure of composition C26H37N2Re (wB97M-V/def2-TZVPD, the Open Molecules 2025 dataset).

```
66
C26H37N2Re wB97M-V/def2-TZVPD
C 1.00 -2.45 0.86
C 1.41 -1.58 -0.21
C 0.44 -1.70 -1.28
C -0.54 -2.67 -0.87
C -0.20 -3.12 0.45
Re -0.53 -1.07 0.47
C -3.17 1.08 -0.62
C -2.97 0.34 0.50
H -3.22 0.74 1.49
C -2.60 -1.09 0.51
H -2.97 -1.71 -0.31
H -2.81 -1.53 1.49
C -3.57 2.53 -0.56
H -3.10 3.06 0.28
H -3.28 3.03 -1.49
H -4.66 2.66 -0.46
C -3.02 0.47 -1.99
H -1.99 0.10 -2.16
H -3.69 -0.39 -2.13
H -3.24 1.20 -2.78
C 2.64 -0.73 -0.29
H 3.10 -0.62 0.70
H 3.38 -1.18 -0.96
H 2.43 0.28 -0.69
C 0.58 -1.06 -2.62
H 0.72 0.02 -2.52
H 1.46 -1.46 -3.15
H -0.31 -1.25 -3.24
C -1.57 -3.28 -1.78
H -1.92 -2.56 -2.53
H -1.14 -4.14 -2.32
H -2.44 -3.65 -1.21
C -0.90 -4.21 1.22
H -1.91 -4.38 0.84
H -0.34 -5.16 1.13
H -0.96 -3.97 2.29
C 1.69 -2.64 2.17
H 1.03 -2.38 3.01
H 2.00 -3.68 2.31
H 2.58 -1.99 2.24
C 2.83 2.63 -1.71
C 1.39 2.58 -2.04
C 3.83 3.12 -2.47
C 1.18 2.93 -3.40
H 0.43 2.37 -1.58
C 3.52 3.42 -3.85
H 4.85 3.28 -2.10
C 2.20 3.34 -4.28
H 0.16 2.90 -3.81
H 4.31 3.73 -4.54
H 1.92 3.65 -5.29
C 2.46 2.45 3.35
C 1.22 1.70 3.11
C 0.27 1.19 3.98
C -0.61 0.41 3.24
N -0.21 0.44 1.94
N 0.89 1.26 1.89
C -1.77 -0.36 3.73
H 2.21 3.43 3.79
H 3.10 1.92 4.07
H 3.03 2.62 2.43
H 0.23 1.35 5.04
H 1.37 1.50 1.02
H -1.68 -1.44 3.50
H -1.82 -0.26 4.82
H -2.72 -0.01 3.31
```

Values from the calculation:
orbital gap (alpha / beta)	7.4 / 6.7	eV
relative energy (zero: lowest compared OMol25 entry of this formula, charge and spin)	310.2	kJ/mol
total charge	+1
lowest unoccupied orbital energy (alpha / beta)	-0.0951 / -0.1370	hartree
2S+1	4

---

# 6
# C11H4CuIN2O6

A structure of composition C11H4CuIN2O6 (wB97M-V/def2-TZVPD, the Open Molecules 2025 dataset).

```
25
C11H4CuIN2O6 wB97M-V/def2-TZVPD
Cu 0.79 -1.20 -0.94
O -3.96 -3.03 2.63
C -3.01 -2.69 1.94
C -1.79 -1.97 2.42
O -1.57 -1.60 3.58
C -0.92 -1.81 1.25
C -1.58 -2.33 0.08
O -1.07 -2.26 -1.06
C -2.87 -2.92 0.46
O -3.71 -3.46 -0.26
O 0.21 -1.26 1.19
I 3.02 4.29 -2.07
C 1.65 3.12 -0.97
C 1.02 3.67 0.13
C 0.13 2.86 0.82
C -0.09 1.56 0.37
N 0.53 1.05 -0.69
C 1.39 1.82 -1.36
H 1.21 4.69 0.44
H -0.38 3.24 1.69
H -0.74 0.88 0.90
H 1.90 1.34 -2.19
O 4.23 -1.56 -3.50
C 3.28 -1.34 -2.79
N 2.35 -1.10 -2.09
```

Values from the calculation:
orbital gap	4.1	eV
relative energy (zero: lowest compared OMol25 entry of this formula, charge and spin)	0.0	kJ/mol
total charge	-2
lowest unoccupied orbital energy	0.1285	hartree

---

# 7
# H14O7

A cluster of 7 separate species, H14O7 in total (wB97M-V/def2-TZVPD, the Open Molecules 2025 dataset).

```
21
H14O7 wB97M-V/def2-TZVPD
O 0.31 0.29 1.65
H 1.23 0.50 1.66
H 0.15 -0.57 2.10
O -2.47 -3.18 1.11
H -3.23 -3.28 0.57
H -1.76 -3.06 0.52
O 0.15 -2.33 -0.36
H 0.11 -1.44 -0.76
H 0.94 -2.19 0.20
O 3.04 0.91 0.85
H 3.92 0.60 0.61
H 2.62 1.24 0.08
O -1.01 0.43 -2.10
H -1.49 0.97 -2.79
H -1.44 0.75 -1.25
O 1.38 1.93 -1.36
H 0.65 2.14 -0.63
H 0.82 1.68 -2.11
O -1.46 1.77 0.26
H -0.93 1.35 0.99
H -1.21 2.72 0.28
```

Values from the calculation:
orbital gap	11.3	eV
relative energy (zero: lowest compared OMol25 entry of this formula, charge and spin)	128.0	kJ/mol
lowest unoccupied orbital energy	0.0105	hartree
SMILES	O.O.O.O.O.O.O

---

# 8
# C46H56BeN9OP2

A structure of composition C46H56BeN9OP2 (wB97M-V/def2-TZVPD, the Open Molecules 2025 dataset).

```
115
C46H56BeN9OP2 wB97M-V/def2-TZVPD
Be -0.76 -1.63 -0.28
C -3.41 -3.97 -1.59
C -2.64 -3.15 -2.64
C -3.29 -1.84 -2.97
P -0.92 -2.84 -2.07
C 0.26 -2.52 -3.47
C 0.07 -1.02 -3.77
C 1.72 -2.84 -3.19
C -0.39 -4.30 -1.19
C 0.07 -5.50 -1.76
C 0.51 -6.54 -0.98
C 0.95 -7.86 -1.56
C 0.40 -6.42 0.39
C -0.07 -5.29 1.03
C -0.49 -4.19 0.22
N -0.90 -2.97 0.77
C -0.57 -2.62 2.06
C -1.21 -3.21 3.15
C -0.92 -2.75 4.43
C 0.07 -1.83 4.74
C 0.28 -1.45 6.22
C 0.73 -1.32 3.66
C 0.44 -1.65 2.31
P 1.09 -0.84 0.83
C 2.76 -1.61 0.55
C 2.54 -3.13 0.34
C 3.80 -1.36 1.62
C 1.19 0.91 1.20
C 0.06 1.48 2.04
C 2.46 1.55 1.76
H -4.49 -4.10 -1.84
H -3.21 -3.55 -0.63
H -2.97 -4.96 -1.58
H -2.56 -3.77 -3.57
H -3.35 -1.19 -2.14
H -4.36 -2.07 -3.25
H -2.91 -1.31 -3.86
H -0.03 -3.14 -4.34
H 0.49 -0.41 -2.98
H -0.99 -0.74 -3.97
H 0.57 -0.82 -4.71
H 2.08 -2.14 -2.42
H 2.26 -2.71 -4.14
H 1.78 -3.88 -2.85
H 0.13 -5.62 -2.84
H 1.27 -7.71 -2.58
H 0.18 -8.59 -1.63
H 1.81 -8.28 -1.01
H 0.73 -7.28 0.90
H 0.00 -5.19 2.10
H -2.07 -3.94 2.98
H -1.44 -3.27 5.21
H 0.78 -0.51 6.32
H 0.86 -2.24 6.68
H -0.68 -1.48 6.71
H 1.49 -0.57 3.82
H 3.14 -1.10 -0.35
H 2.21 -3.58 1.26
H 3.52 -3.48 0.20
H 1.86 -3.40 -0.47
H 3.41 -1.73 2.53
H 4.14 -0.38 1.79
H 4.69 -1.97 1.38
H 1.03 1.30 0.20
H 0.04 1.19 3.14
H -0.92 1.35 1.56
H 0.15 2.57 1.98
H 2.81 1.12 2.68
H 2.18 2.58 2.00
H 3.28 1.48 1.03
C -4.24 2.40 0.04
N -3.55 1.06 0.02
C -2.36 0.74 -0.49
N -2.03 -0.46 -0.05
C -3.02 -0.80 0.82
N -3.96 0.13 0.92
C -3.57 3.29 1.13
C -4.09 3.24 2.40
C -3.47 3.90 3.43
C -2.26 4.59 3.25
C -1.71 4.62 1.98
C -2.37 4.04 0.90
C -0.38 5.22 1.83
N 0.51 5.54 2.75
N 1.61 5.99 2.13
C 1.38 5.85 0.86
O 0.14 5.34 0.63
C 2.29 5.96 -0.26
C 3.65 6.19 -0.13
C 4.46 6.16 -1.26
C 3.96 5.81 -2.49
C 2.62 5.56 -2.61
C 1.91 5.13 -3.88
N 0.82 4.23 -3.58
C 0.90 2.94 -3.12
N -0.26 2.48 -2.75
C -1.07 3.55 -2.99
N -0.45 4.62 -3.50
C 1.81 5.68 -1.53
H -5.28 2.26 0.26
H -4.17 2.87 -0.94
H -1.72 1.38 -1.11
H -2.99 -1.76 1.30
H -5.03 2.74 2.56
H -3.91 3.88 4.45
H -1.77 5.06 4.12
H -1.86 4.01 -0.08
H 4.05 6.43 0.86
H 5.50 6.40 -1.06
H 4.58 5.70 -3.41
H 2.56 4.63 -4.60
H 1.45 5.96 -4.40
H 1.85 2.44 -3.14
H -2.07 3.57 -2.66
H 0.75 5.65 -1.72
```

Values from the calculation:
orbital gap	7.4	eV
total charge	+1
lowest unoccupied orbital energy	-0.0787	hartree

---

# 9
# C4H12S

A cluster of 2 separate species, C4H12S in total (wB97M-V/def2-TZVPD, the Open Molecules 2025 dataset).

```
17
C4H12S wB97M-V/def2-TZVPD
C 2.79 -2.53 -0.99
S 1.40 -1.79 -0.11
C 1.96 -1.61 1.59
H 2.33 -3.08 -1.81
H 3.47 -1.77 -1.35
H 3.29 -3.31 -0.43
H 3.03 -1.44 1.63
H 1.72 -2.48 2.20
H 1.43 -0.76 2.01
C -3.26 1.94 -0.11
C -2.05 2.79 -0.58
H -4.00 1.79 -0.91
H -2.96 0.94 0.16
H -3.77 2.39 0.73
H -1.35 2.17 -1.11
H -2.43 3.56 -1.25
H -1.60 3.19 0.33
```

Values from the calculation:
orbital gap	9.5	eV
relative energy (zero: lowest compared OMol25 entry of this formula, charge and spin)	26.8	kJ/mol
lowest unoccupied orbital energy	0.0371	hartree
SMILES	CSC.CC

---

# 10
# C4H5LuNO4

A structure of composition C4H5LuNO4 (wB97M-V/def2-TZVPD, the Open Molecules 2025 dataset).

```
15
C4H5LuNO4 wB97M-V/def2-TZVPD
Lu 0.00 -0.37 0.34
C 0.01 1.59 -0.81
O 0.01 2.45 -1.59
C 0.00 -0.85 -2.02
O 0.00 -0.77 -3.18
C -2.07 0.09 -0.65
O -2.99 0.44 -1.26
C 2.07 0.07 -0.65
O 2.99 0.41 -1.27
H -0.01 -2.98 0.51
H -0.01 -2.88 -0.27
N 0.00 0.57 2.47
H -0.83 1.17 2.56
H 0.84 1.17 2.56
H 0.00 -0.10 3.24
```

Values from the calculation:
orbital gap	10.8	eV
relative energy (zero: lowest compared OMol25 entry of this formula, charge and spin)	7.3	kJ/mol
total charge	+3
lowest unoccupied orbital energy	-0.5714	hartree

---

# 11
# C10H14Se

A cluster of 2 separate species, C10H14Se in total (wB97M-V/def2-TZVPD, the Open Molecules 2025 dataset).

```
25
C10H14Se wB97M-V/def2-TZVPD
C 2.00 -2.41 -0.38
C 1.99 -1.97 0.95
C 0.82 -2.29 -1.20
C 0.78 -1.24 1.43
C -0.21 -1.43 -0.76
C -0.32 -1.05 0.57
C -0.54 1.64 -1.64
C 0.58 2.22 0.67
C -1.33 -0.06 0.96
C -0.67 1.90 -0.13
Se -3.11 -0.32 0.08
H 2.85 -2.93 -0.74
H 2.73 -1.78 1.69
H 0.69 -2.55 -2.24
H 0.79 -1.06 2.49
H -0.97 -1.12 -1.48
H 0.42 1.45 -2.14
H -0.95 2.56 -2.08
H -1.31 0.81 -1.83
H 1.29 1.39 0.56
H 1.05 3.15 0.29
H 0.28 2.11 1.70
H -1.22 0.25 2.05
H -1.66 2.34 0.05
H -3.97 0.39 1.14
```

Values from the calculation:
orbital gap (alpha / beta)	7.9 / 7.9	eV
relative energy (zero: lowest compared OMol25 entry of this formula, charge and spin)	115.2	kJ/mol
lowest unoccupied orbital energy (alpha / beta)	0.0219 / 0.0219	hartree

---

no.,E_tot (eV),strongest force on any atom (eV/A)
1,-100835.123,2.16
2,-86015.601,6.89
3,-8780.645,4.12
4,-19815.795,6.96
5,-32661.866,6.57
6,-79479.311,0.47
7,-14560.134,3.26
8,-83045.480,2.86
9,-15177.429,1.42
10,-47494.413,8.37
11,-75939.357,4.80